DFT (ωB97M-V/def2-TZVPD) results for a single C23H27N3O4S molecule.

Computed properties:
ΔE to the lowest compared entry with this formula, charge and spin, kcal per mole: 20.2
Structure (SMILES): O=C(Nc1ccccc1C(=O)N1CCCC1)c1cccc(S(=O)(=O)N2CCCCC2)c1
HOMO energy, eV: -8.70
Frontier orbital gap, eV: 9.03
DFT total energy, eV: -47786.1596

Element x y z (Å)
O  -1.631  -4.284  -0.693
C  -1.001  -3.299  -0.366
N  -1.543  -2.126  0.058
C  -2.879  -1.786  0.221
C  -3.904  -2.729  0.186
C  -5.210  -2.351  0.429
C  -5.516  -1.032  0.724
C  -4.513  -0.081  0.721
C  -3.196  -0.430  0.440
C  -2.115  0.591  0.408
O  -0.999  0.377  0.889
N  -2.377  1.771  -0.182
C  -3.476  2.113  -1.062
C  -2.826  3.022  -2.103
C  -1.819  3.802  -1.261
C  -1.299  2.747  -0.289
C  0.497  -3.282  -0.378
C  1.160  -4.496  -0.207
C  2.541  -4.553  -0.181
C  3.281  -3.389  -0.332
C  2.621  -2.192  -0.530
S  3.568  -0.688  -0.778
O  4.853  -0.863  -0.154
O  3.551  -0.351  -2.172
N  2.591  0.419  0.007
C  2.558  0.271  1.447
C  3.746  0.948  2.130
C  3.837  2.410  1.697
C  3.934  2.481  0.175
C  2.720  1.789  -0.443
C  1.243  -2.122  -0.565
H  -0.912  -1.381  0.355
H  -3.658  -3.758  -0.019
H  -5.991  -3.096  0.410
H  -6.531  -0.744  0.950
H  -4.749  0.943  0.967
H  -3.930  1.219  -1.490
H  -4.243  2.671  -0.511
H  -3.549  3.661  -2.604
H  -2.307  2.422  -2.852
H  -1.019  4.237  -1.856
H  -2.326  4.602  -0.720
H  -1.063  3.151  0.699
H  -0.404  2.244  -0.670
H  0.565  -5.390  -0.090
H  3.042  -5.498  -0.040
H  4.359  -3.388  -0.299
H  2.558  -0.801  1.659
H  1.609  0.693  1.794
H  4.657  0.426  1.835
H  3.634  0.874  3.213
H  4.708  2.882  2.153
H  2.945  2.947  2.031
H  3.978  3.518  -0.163
H  4.836  1.966  -0.160
H  2.797  1.753  -1.530
H  1.802  2.316  -0.158
H  0.791  -1.158  -0.742

Forces on the atoms, in the same order (eV/Å):
O -0.03 -0.13 0.01
C 0.01 0.04 -0.04
N 0.36 0.39 0.05
C -0.35 0.10 -0.03
C 0.05 -0.21 -0.02
C 0.05 0.18 0.03
C -0.14 0.05 0.02
C 0.10 -0.11 0.02
C -0.07 -0.32 0.05
C -0.10 0.12 -0.01
O 0.21 -0.05 0.10
N 0.13 0.05 0.06
C -0.48 0.04 -0.38
C -0.05 0.02 0.14
C -0.06 -0.11 -0.02
C 0.47 0.13 0.19
C 0.35 -0.08 -0.11
C -0.12 0.07 -0.01
C -0.02 0.08 -0.05
C 0.17 0.07 0.01
C 0.28 0.48 0.06
S -0.45 -0.08 -0.08
O -0.16 -0.13 0.18
O -0.15 0.12 -0.06
N 0.42 -0.88 -0.58
C 0.20 -0.22 0.64
C -0.16 0.11 0.02
C 0.23 -0.15 -0.08
C -0.27 0.08 0.13
C 0.33 0.43 -0.52
C -0.26 -0.20 0.00
H -0.10 -0.24 0.01
H 0.02 -0.02 -0.01
H -0.05 -0.08 0.00
H -0.08 0.03 0.02
H -0.02 0.12 -0.03
H 0.00 0.11 0.06
H -0.03 -0.08 -0.09
H -0.03 -0.02 -0.06
H -0.01 -0.04 -0.04
H 0.03 0.06 0.03
H 0.00 0.05 -0.01
H 0.10 -0.02 -0.09
H -0.07 0.07 0.07
H -0.04 -0.06 0.01
H 0.05 -0.06 0.02
H 0.13 -0.08 0.04
H -0.14 0.06 0.20
H 0.01 -0.09 -0.03
H 0.01 0.01 0.12
H 0.01 -0.05 0.02
H -0.06 0.06 0.04
H -0.02 0.09 0.05
H 0.04 0.00 -0.06
H 0.08 0.07 -0.05
H -0.13 0.22 0.05
H 0.01 -0.08 -0.03
H -0.17 0.09 0.04